Computed, not measured: a cluster of 10 separate species, C66H158N10O18 in total in a non-equilibrium geometry, with ωB97M-V with the def2-TZVPD basis set.

Last column: Mulliken charge in e.
Positions of all 252 atoms, in Å:
C  -0.735  -14.738  -1.896  -1.801
C  -0.054  -14.044  -0.610  1.246
C  0.839  -15.104  0.059  -1.056
C  1.787  -14.692  1.156  -0.705
C  2.654  -13.498  0.603  -1.235
C  1.848  -12.341  -0.094  1.534
N  0.857  -12.943  -1.070  0.375
O  0.145  -12.051  -1.851  -0.460
C  1.120  -11.402  1.002  -1.683
C  2.864  -11.599  -0.947  -2.018
C  -1.215  -13.595  0.357  -1.663
H  -1.495  -14.156  -2.418  0.343
H  -1.201  -15.687  -1.632  0.391
H  0.125  -14.893  -2.548  0.465
H  0.183  -15.848  0.512  0.394
H  1.371  -15.618  -0.742  0.388
H  2.336  -15.544  1.557  0.398
H  1.238  -14.267  1.996  0.287
H  3.357  -13.896  -0.129  0.426
H  3.230  -13.066  1.421  0.448
H  1.916  -10.813  1.459  0.497
H  0.394  -10.751  0.516  0.332
H  0.718  -11.961  1.848  0.309
H  3.202  -12.251  -1.753  0.470
H  2.348  -10.769  -1.430  0.469
H  3.704  -11.188  -0.386  0.381
H  -0.837  -13.424  1.365  0.302
H  -2.002  -14.346  0.423  0.456
H  -1.630  -12.658  -0.015  0.349
H  0.737  -12.022  -2.606  0.356
C  -1.447  -1.391  2.448  -1.912
C  -1.510  -0.906  1.015  1.517
C  -3.046  -0.911  0.713  -1.201
C  -3.423  -0.167  -0.564  -0.759
C  -2.938  1.323  -0.462  -1.075
C  -1.443  1.398  -0.110  1.323
N  -0.986  0.479  0.921  0.330
O  0.347  0.634  1.180  -0.487
C  -0.619  1.164  -1.482  -1.838
C  -1.218  2.860  0.387  -1.812
C  -0.775  -1.859  0.079  -1.575
H  -1.915  -2.368  2.565  0.360
H  -1.951  -0.647  3.064  0.446
H  -0.401  -1.446  2.749  0.511
H  -3.377  -1.926  0.491  0.407
H  -3.512  -0.518  1.616  0.387
H  -4.502  -0.174  -0.717  0.407
H  -3.066  -0.690  -1.451  0.349
H  -3.451  1.785  0.381  0.419
H  -3.159  1.721  -1.452  0.430
H  0.452  1.089  -1.292  0.448
H  -0.748  0.258  -2.073  0.356
H  -0.756  2.046  -2.108  0.443
H  -1.348  2.976  1.463  0.426
H  -0.208  3.242  0.238  0.402
H  -1.804  3.568  -0.198  0.397
H  0.046  -2.334  0.616  0.359
H  -0.503  -1.275  -0.801  0.269
H  -1.438  -2.614  -0.343  0.297
H  0.422  0.481  2.125  0.374
C  3.443  10.169  5.597  -0.781
O  3.872  11.337  6.355  -0.334
C  4.809  10.878  7.451  -0.424
C  4.902  12.063  8.428  -0.744
N  5.721  13.156  7.866  -0.443
C  7.154  12.941  7.791  -0.594
C  7.780  12.519  9.150  -0.684
O  7.722  11.111  9.260  -0.255
C  8.154  10.501  10.487  -0.719
H  2.850  9.473  6.191  0.296
H  4.304  9.617  5.220  0.307
H  2.960  10.422  4.654  0.282
H  5.723  10.601  6.925  0.331
H  4.377  10.028  7.978  0.402
H  5.152  11.894  9.476  0.315
H  3.873  12.403  8.547  0.381
H  5.292  13.347  6.971  0.294
H  7.531  13.923  7.502  0.378
H  7.301  12.151  7.055  0.324
H  7.023  12.791  9.886  0.376
H  8.785  12.855  9.406  0.480
H  9.089  11.020  10.697  0.309
H  8.344  9.470  10.186  0.229
H  7.414  10.688  11.264  0.273
C  -6.460  4.308  11.045  -0.721
O  -5.194  4.121  10.520  -0.288
C  -4.559  2.902  11.021  -0.660
C  -3.137  2.800  10.469  -0.553
N  -3.033  2.541  9.023  -0.414
C  -1.761  3.048  8.404  -0.708
C  -0.557  2.303  8.906  -0.358
O  0.359  2.210  7.832  -0.311
C  1.686  1.832  8.309  -0.772
H  -6.949  5.192  10.636  0.238
H  -6.412  4.355  12.133  0.286
H  -7.092  3.466  10.762  0.312
H  -5.021  1.954  10.747  0.354
H  -4.486  2.950  12.108  0.400
H  -2.768  1.913  10.983  0.311
H  -2.457  3.576  10.821  0.367
H  -3.786  2.960  8.497  0.271
H  -1.631  4.125  8.512  0.259
H  -1.867  2.955  7.323  0.475
H  -0.864  1.332  9.295  0.306
H  -0.116  2.862  9.730  0.309
H  2.317  1.626  7.444  0.272
H  1.726  0.942  8.938  0.314
H  2.192  2.619  8.869  0.310
C  5.865  -12.099  -7.046  -0.750
O  4.764  -11.597  -7.698  -0.284
C  3.517  -12.195  -7.311  -0.558
C  2.477  -11.399  -8.167  -0.776
N  2.031  -10.109  -7.648  -0.436
C  3.107  -9.092  -7.524  -0.519
C  2.592  -7.697  -7.125  -0.626
O  1.708  -7.207  -8.158  -0.326
C  1.172  -5.992  -7.703  -0.769
H  5.806  -11.867  -5.982  0.303
H  6.682  -11.462  -7.384  0.240
H  5.865  -13.168  -7.262  0.284
H  3.276  -11.974  -6.271  0.297
H  3.572  -13.260  -7.539  0.510
H  1.569  -12.002  -8.197  0.436
H  2.707  -11.328  -9.230  0.393
H  1.331  -9.625  -8.192  0.269
H  3.512  -8.977  -8.529  0.303
H  3.909  -9.496  -6.906  0.344
H  3.358  -6.959  -6.886  0.429
H  2.074  -7.755  -6.168  0.359
H  0.670  -5.429  -8.490  0.275
H  1.914  -5.305  -7.295  0.289
H  0.355  -6.079  -6.986  0.312
C  11.951  -9.108  4.335  -0.750
O  11.093  -7.957  4.456  -0.318
C  9.721  -8.339  4.411  -0.746
C  8.667  -7.148  4.442  -0.639
N  8.412  -6.760  3.080  -0.427
C  7.424  -5.666  3.058  -0.577
C  7.572  -4.949  1.643  -0.684
O  8.839  -4.245  1.676  -0.321
C  8.948  -3.101  0.776  -0.717
H  12.983  -8.766  4.402  0.251
H  11.802  -9.652  3.402  0.318
H  11.834  -9.853  5.122  0.308
H  9.651  -9.021  5.259  0.471
H  9.589  -9.071  3.614  0.373
H  9.025  -6.315  5.046  0.382
H  7.745  -7.452  4.938  0.426
H  9.241  -6.270  2.777  0.299
H  7.703  -4.857  3.733  0.312
H  6.377  -5.955  3.142  0.386
H  6.857  -4.136  1.517  0.491
H  7.484  -5.563  0.747  0.330
H  7.959  -2.649  0.693  0.285
H  9.161  -3.455  -0.232  0.289
H  9.603  -2.304  1.127  0.260
C  -3.432  3.384  -7.976  -0.740
O  -2.285  4.103  -8.232  -0.353
C  -2.215  4.807  -9.430  -0.390
C  -1.000  5.672  -9.630  -0.828
N  -0.668  6.476  -8.449  -0.353
C  -1.325  7.783  -8.377  -0.469
C  -0.625  8.551  -7.217  -0.504
O  -1.115  9.900  -7.258  -0.306
C  -0.501  10.873  -6.351  -0.761
H  -3.294  2.633  -7.198  0.236
H  -3.867  2.982  -8.892  0.309
H  -4.139  4.078  -7.524  0.294
H  -3.107  5.433  -9.438  0.345
H  -2.212  4.062  -10.225  0.398
H  -0.924  6.276  -10.535  0.380
H  -0.175  4.983  -9.809  0.334
H  -1.072  5.886  -7.736  0.297
H  -2.366  7.522  -8.189  0.281
H  -1.244  8.315  -9.325  0.312
H  0.462  8.532  -7.136  0.386
H  -0.936  8.173  -6.243  0.267
H  -0.570  10.642  -5.288  0.300
H  -1.071  11.797  -6.449  0.265
H  0.528  11.135  -6.595  0.300
C  -8.019  11.325  -0.469  -0.728
O  -8.575  12.547  -0.010  -0.325
C  -7.567  13.237  0.808  -0.687
C  -8.282  14.262  1.704  -0.664
N  -9.412  13.614  2.422  -0.426
C  -10.415  14.615  2.820  -0.667
C  -11.794  13.941  3.192  -0.492
O  -12.071  12.921  2.298  -0.282
C  -13.442  12.473  2.337  -0.828
H  -8.788  10.691  -0.910  0.253
H  -7.624  10.714  0.343  0.317
H  -7.268  11.580  -1.217  0.288
H  -6.787  13.672  0.184  0.479
H  -7.097  12.560  1.521  0.363
H  -8.693  14.921  0.939  0.333
H  -7.566  14.844  2.285  0.403
H  -9.852  13.009  1.743  0.353
H  -10.668  15.232  1.958  0.344
H  -9.953  15.236  3.588  0.340
H  -12.633  14.628  3.076  0.409
H  -11.613  13.535  4.187  0.305
H  -14.143  13.242  2.012  0.319
H  -13.739  12.360  3.380  0.325
H  -13.677  11.520  1.864  0.269
C  -6.463  -7.734  3.218  -0.715
O  -7.762  -7.974  2.615  -0.364
C  -8.068  -7.026  1.590  -0.549
C  -9.524  -7.255  1.002  -0.620
N  -10.230  -6.053  0.572  -0.361
C  -9.642  -5.386  -0.607  -0.466
C  -10.579  -4.267  -1.059  -0.694
O  -11.914  -4.673  -1.409  -0.362
C  -12.124  -5.558  -2.588  -0.641
H  -6.053  -8.655  3.632  0.277
H  -6.494  -6.986  4.010  0.266
H  -5.761  -7.495  2.419  0.314
H  -7.472  -7.226  0.699  0.322
H  -7.841  -6.000  1.880  0.387
H  -10.096  -7.824  1.735  0.447
H  -9.451  -7.809  0.066  0.326
H  -11.223  -6.223  0.499  0.256
H  -9.417  -6.054  -1.439  0.309
H  -8.669  -4.986  -0.322  0.332
H  -10.148  -3.724  -1.900  0.391
H  -10.603  -3.488  -0.297  0.348
H  -13.159  -5.838  -2.784  0.252
H  -11.466  -6.420  -2.484  0.256
H  -11.795  -5.058  -3.499  0.288
C  5.708  7.866  -5.233  -0.654
O  5.787  6.657  -6.022  -0.356
C  6.705  5.590  -5.582  -0.525
C  6.591  4.198  -6.218  -0.329
N  5.202  3.920  -6.635  -0.300
C  4.945  2.681  -7.459  -0.846
C  5.436  2.817  -8.917  -0.487
O  6.772  2.316  -8.937  -0.319
C  7.297  2.166  -10.279  -0.778
H  4.898  7.838  -4.505  0.255
H  5.414  8.655  -5.926  0.211
H  6.683  7.982  -4.759  0.311
H  6.453  5.373  -4.545  0.332
H  7.754  5.864  -5.701  0.338
H  6.825  3.507  -5.409  0.193
H  7.206  4.101  -7.113  0.260
H  4.660  4.761  -6.779  0.241
H  3.863  2.558  -7.401  0.375
H  5.487  1.876  -6.962  0.311
H  5.282  3.782  -9.400  0.361
H  4.864  2.208  -9.618  0.525
H  8.362  1.942  -10.334  0.277
H  6.971  2.942  -10.972  0.316
H  6.917  1.224  -10.675  0.288

## Properties
* orbital gap: 0.3045 Ha
* max |F|: 3.9 eV/Å
* highest occupied orbital energy: -7.795 eV
* energy above the lowest of the compared OMol25 structures with the same formula, charge and spin: 336.9 kJ/mol
* LUMO: 0.49 eV
* calculated total energy: -4510.5704 Eh
* SMILES: CC1(C)CCCC(C)(C)N1O.CC1(C)CCCC(C)(C)N1O.COCCNCCOC.COCCNCCOC.COCCNCCOC.COCCNCCOC.COCCNCCOC.COCCNCCOC.COCCNCCOC.COCCNCCOC
* multiplicity: 1